C4H4F2 | ωB97M-V with the def2-TZVPD basis set

Summary:
Relative energy (zero: lowest compared OMol25 entry of this formula, charge and spin)   87.3 kcal/mol
HOMO level   -8.8 eV

```
10
Properties=species:S:1:pos:R:3:lowdin_charge:R:1
C 1.28482 -1.91953 1.47257 -0.18
C 0.56400 -1.16070 2.22818 -0.19
C 1.03385 -0.52192 1.00313 -0.01
C -0.14359 -0.14036 -0.61572 0.02
F 1.86160 -3.06989 1.24171 0.13
F -0.32998 -0.99387 3.19108 0.11
H 1.87297 0.14357 0.99097 0.08
H 0.57746 0.31000 -1.28189 0.01
H -0.90626 0.56528 -0.28701 0.02
H -0.49814 -1.06591 -1.00281 0.01
```

C17H15CdF4N2O2S | ωB97M-V with the def2-TZVPD basis set

Summary:
Relative energy (zero: lowest compared OMol25 entry of this formula, charge and spin)   18.7 kcal/mol
Net charge   -1
HOMO level   -4.5 eV

```
42
Properties=species:S:1:pos:R:3:lowdin_charge:R:1
Cd -0.29489 0.36734 0.20703 1.29
C -0.58805 -2.65099 -1.07786 -0.12
N 0.54636 -1.75402 -0.87357 -0.34
C 1.16146 -1.38104 -2.14279 -0.12
C 1.52527 -2.30788 0.08023 -0.21
C 1.36682 -1.70076 1.46965 -0.24
N 1.46991 -0.25581 1.34431 -0.10
C 2.42274 0.48487 1.93598 -0.20
C 2.60968 1.82621 1.50986 -0.17
F 1.82924 2.27944 0.50695 0.02
C 3.54905 2.67367 2.03235 -0.24
F 3.63528 3.91938 1.52531 0.07
C 4.41243 2.29196 3.04541 0.03
C 4.25441 1.00021 3.49331 -0.24
F 5.04106 0.54828 4.49468 0.06
C 3.31014 0.13252 2.98553 -0.15
F 3.23539 -1.08533 3.58283 0.05
H -0.27746 -3.59082 -1.55756 0.08
H -1.33862 -2.16141 -1.69804 0.08
H -1.05619 -2.87341 -0.11928 0.08
H 1.59817 -2.24762 -2.66003 0.08
H 1.94743 -0.64757 -1.96618 0.08
H 0.41129 -0.93178 -2.79459 0.08
H 2.52956 -2.07658 -0.27628 0.11
H 1.43110 -3.40119 0.12214 0.11
H 2.09774 -2.15340 2.12826 0.10
H 0.37132 -1.96233 1.85664 0.11
H 5.15504 2.96107 3.45633 0.12
O -1.61951 0.47759 2.23454 -0.09
C -2.46058 0.40021 1.29635 -0.77
O -2.50031 -0.54434 0.45251 -0.12
C -3.29527 1.61705 1.01167 -0.19
C -4.40071 1.95243 1.77996 -0.05
C -5.13163 3.10086 1.51345 -0.12
C -4.72374 3.93220 0.47868 -0.12
C -3.60029 3.61769 -0.27326 -0.15
C -2.85810 2.45552 -0.03377 -0.64
S -1.42812 2.16539 -1.05242 0.43
H -4.68918 1.29781 2.59470 0.11
H -5.99978 3.34873 2.11118 0.09
H -5.27680 4.83908 0.26096 0.09
H -3.27353 4.28207 -1.06552 0.08
```

H18O33S6Zn4 | ωB97M-V with the def2-TZVPD basis set

Summary:
Net charge   -4
HOMO level   3.2 eV

```
61
Properties=species:S:1:pos:R:3:lowdin_charge:R:1
Zn 3.14321 -0.02285 -0.41399 0.69
Zn -1.02969 -0.61338 -2.71609 0.82
Zn 0.23700 3.22195 0.56782 0.68
Zn -2.71815 -1.78744 1.14413 0.86
S 1.85384 2.51874 -2.15471 0.19
O 2.49452 1.39476 -1.54498 -0.33
O 0.77499 2.85050 -1.27703 -0.39
O 2.76876 3.63681 -2.23552 -0.36
O 1.53530 2.17770 -3.53793 -0.35
S 1.84119 -2.21082 -2.43978 0.22
O 1.46178 -3.36577 -1.66279 -0.30
O 2.88662 -1.46648 -1.71317 -0.38
O 2.38959 -2.63840 -3.68668 -0.38
O 0.79010 -1.22027 -2.68139 -0.38
S 3.46246 2.56573 1.21925 0.21
O 3.52681 1.10647 1.06323 -0.40
O 4.21070 2.99110 0.06519 -0.35
O 2.08849 3.02018 1.26563 -0.35
O 4.20050 2.98703 2.38598 -0.38
S -1.23489 -4.64404 2.19319 0.19
O -1.62719 -3.32972 1.67798 -0.42
O -0.29440 -5.20769 1.21640 -0.34
O -0.70838 -4.53261 3.54760 -0.42
O -2.44923 -5.49013 2.18234 -0.46
S -2.17438 -3.14369 -1.80505 0.19
O -1.13654 -3.93431 -1.23753 -0.26
O -2.48822 -2.17800 -0.76693 -0.41
O -1.68708 -2.37637 -2.93895 -0.37
O -3.34186 -3.92099 -2.16400 -0.38
S -0.20676 0.21265 0.21135 0.30
O -0.99695 -0.71368 0.90312 -0.30
O 1.18877 -0.12938 0.35056 -0.29
O -0.57592 0.34166 -1.17557 -0.30
O -0.29953 1.45320 0.94162 -0.34
O -0.14150 4.06295 2.33934 0.00
H 0.51541 4.45455 2.91496 0.09
H -0.97657 4.24153 2.77178 0.08
O -3.10993 -0.01588 -2.55697 -0.03
H -3.64039 0.38259 -3.24694 0.07
H -3.74059 -0.48285 -2.00886 0.04
O -3.73713 -0.01150 0.56147 -0.02
H -4.39754 0.03523 -0.12984 0.06
H -3.59681 0.89902 0.82126 0.06
O -1.39207 2.73278 -2.94720 -0.09
H -1.07104 2.32371 -3.75083 0.02
H -0.73573 2.51151 -2.28653 -0.04
O -2.09824 0.91800 2.93860 -0.06
H -1.35004 1.01221 2.34905 -0.02
H -2.37050 0.00599 2.83698 0.00
O 1.89169 0.19177 3.27692 -0.06
H 2.62554 0.64232 2.85896 -0.02
H 1.38084 -0.16162 2.54864 0.00
O 0.87114 -2.86489 0.97673 -0.06
H 1.38612 -2.10208 0.71378 -0.02
H 0.08399 -2.49638 1.37776 -0.02
O -1.64949 3.62202 -0.08164 0.00
H -2.08324 4.31190 -0.58379 0.09
H -2.35376 3.01852 0.15504 0.07
O 3.70200 -1.46027 0.83929 -0.01
H 3.72176 -1.19193 1.75789 0.07
H 4.38051 -2.13196 0.77084 0.09
```

CH3NO2 | ωB97M-V with the def2-TZVPD basis set

Summary:
Relative energy (zero: lowest compared OMol25 entry of this formula, charge and spin)   94.5 kcal/mol
SMILES string   O=CNO
HOMO level   -9.3 eV

```
7
Properties=species:S:1:pos:R:3:lowdin_charge:R:1
O 1.81102 -0.34640 0.09242 0.04
C 0.68886 -0.74645 0.16437 -0.18
N -0.61820 0.22665 -0.39115 -0.08
O -0.11952 1.46754 -0.75821 -0.10
H 0.40763 -1.79724 0.61317 0.14
H -1.11896 0.22165 0.46305 0.06
H 0.52485 1.09984 -1.42548 0.11
```

C6H16N2O2 | ωB97M-V with the def2-TZVPD basis set

Summary:
Relative energy (zero: lowest compared OMol25 entry of this formula, charge and spin)   91.4 kcal/mol
SMILES string   CC(C)[C@](C)(O)ON.C=N
HOMO level   -8.8 eV

```
26
Properties=species:S:1:pos:R:3:lowdin_charge:R:1
C 0.97195 1.47282 -1.17700 -0.07
C 1.18819 0.51629 -0.00956 -0.30
C 1.00869 1.20513 1.34015 -0.07
C 0.38846 -0.94298 -0.19792 -0.59
C 1.43129 -2.02892 -0.48509 -0.01
O -0.52896 -0.95401 -1.20387 -0.05
O -0.19292 -1.18130 1.08663 -0.19
N -1.33770 -2.01634 1.11660 0.04
H 1.73446 2.23282 -1.17605 0.07
H -0.00321 1.97485 -1.12790 0.06
H 1.04011 0.95108 -2.12795 0.08
H 2.22794 0.18267 -0.04797 0.12
H 1.71256 2.03517 1.42555 0.08
H 0.00644 1.60848 1.46079 0.05
H 1.19449 0.52493 2.16545 0.08
H 2.07808 -2.16703 0.37881 0.09
H 0.91988 -2.96355 -0.71290 0.08
H 2.02801 -1.73567 -1.34601 0.09
H -1.21958 -0.14278 -1.14169 0.06
H -0.97943 -2.93348 1.37821 0.08
H -1.73876 -2.12888 0.18939 0.07
C -2.32249 1.21869 0.43860 -0.05
N -2.28066 0.97868 -0.80248 0.04
H -2.07090 0.40966 1.11880 0.07
H -2.68712 2.14538 0.87642 0.08
H -2.56880 1.73833 -1.41898 0.09
```

C9H14N3 | ωB97M-V with the def2-TZVPD basis set

Summary:
Relative energy (zero: lowest compared OMol25 entry of this formula, charge and spin)   92.1 kcal/mol
Net charge   +1
HOMO level   -13.2 eV

```
26
Properties=species:S:1:pos:R:3:lowdin_charge:R:1
C 0.98821 0.78875 0.28028 0.05
C 2.35744 0.51920 0.01557 -0.25
C 0.16476 -1.57586 0.22304 -0.18
C 1.33257 -2.29094 0.56987 -0.08
C -1.16105 -1.75517 -0.38137 -0.01
C -1.33153 -0.24161 -0.17572 -0.45
C 3.38093 1.58531 -0.05356 -0.01
C -1.50743 0.60751 -1.45988 0.02
C -2.19448 0.21724 1.00171 0.00
N 2.66122 -0.65104 -0.51163 0.09
N 2.20705 -1.76747 -0.54413 0.12
N 0.14230 -0.22157 0.21446 0.03
H 0.46403 1.67381 0.17373 0.12
H 1.80893 -1.97882 1.54515 0.16
H 1.19844 -3.41480 0.47471 0.16
H -1.15290 -2.08048 -1.48709 0.17
H -1.87388 -2.48068 0.18057 0.16
H 3.77963 1.55906 -1.04281 0.08
H 4.16983 1.48446 0.60847 0.06
H 2.89255 2.63819 0.06266 0.14
H -2.46112 0.37584 -1.80247 0.08
H -0.71358 0.32612 -2.09556 0.09
H -1.43726 1.63282 -1.04207 0.11
H -2.47083 -0.64840 1.72240 0.12
H -3.15052 0.72880 0.62164 0.13
H -1.49493 0.76167 1.63947 0.08
```

What are the calculated total energy values for these records? In order: -9642.6659, -51219.4623, -326540.9040, -6667.5661, -13554.1864, -14019.9874 eV.
What are the gap between HOMO and LUMO values for these records? In order: 0.348, 0.274, 0.084, 0.377, 0.352, 0.322 Ha.
What are the max |F| values for these records? In order: 4.2, 0.9, 7.5, 5.3, 2.1, 3.8 eV/A.